Computed, not measured: a molecular structure, C33H49N4O8P2S2Sn at a distorted geometry, with the ωB97M-V functional and the def2-TZVPD basis.

```
99
Properties=species:S:1:pos:R:3:forces:R:3:lowdin_charge:R:1
Sn -0.4174 -0.1459 -0.3092 -0.1 -0.3 0.3 1.43
N -0.8749 1.5410 1.8594 0.1 0.0 0.0 -0.05
C -1.9286 1.5123 2.8761 -0.1 0.3 0.2 -0.25
C -3.2813 1.9769 2.3188 0.0 -0.3 0.3 -0.18
C -4.2592 0.8526 1.9668 0.1 0.2 -0.3 -0.19
C -4.1077 0.2653 0.5670 -0.4 0.3 0.2 -0.26
N -2.8694 -0.4907 0.3939 0.4 -0.4 -0.2 -0.04
H -0.0175 1.2052 2.2860 -0.1 0.2 0.0 -0.01
H -0.7158 2.5079 1.5949 0.1 0.0 -0.1 0.06
H -1.6513 2.1622 3.7201 -0.1 -0.2 0.0 0.11
H -1.9989 0.4874 3.2479 0.0 0.0 0.1 0.11
H -3.1177 2.5973 1.4354 0.0 0.1 0.0 0.11
H -3.7619 2.6060 3.0703 0.1 0.0 0.0 0.11
H -5.2701 1.2592 2.0264 -0.1 -0.1 0.0 0.11
H -4.1913 0.0542 2.7096 -0.1 0.0 0.1 0.12
H -4.1332 1.0794 -0.1616 -0.1 0.0 0.0 0.10
H -4.9753 -0.3840 0.3896 0.1 0.1 -0.1 0.12
H -2.9931 -1.1836 -0.3412 0.0 -0.1 0.1 0.06
H -2.6734 -1.0116 1.2449 0.1 -0.1 -0.1 0.06
C -0.6167 -5.7297 0.1449 0.1 -0.2 0.0 -0.05
C -0.9384 -4.2537 0.1097 0.4 0.4 0.0 -0.60
O -2.3366 -4.0103 0.0442 -0.6 -0.1 -0.1 -0.06
P -0.4678 -3.3695 1.6301 0.2 -0.4 1.1 0.49
O 0.9470 -3.8580 2.1365 -0.6 -0.5 0.0 -0.09
O -1.4000 -4.0051 2.7434 0.3 -0.1 0.1 -0.07
O -0.5750 -1.8940 1.6157 -0.2 0.6 -0.6 -0.37
P -0.0995 -3.4026 -1.2873 0.4 0.1 0.0 0.30
O 1.3085 -2.9971 -0.5434 -0.5 0.1 0.0 -0.18
O 0.1848 -4.2576 -2.4477 0.0 -0.3 -0.1 -0.26
O -0.8950 -2.1362 -1.4913 -0.2 0.9 0.3 -0.45
H -1.2251 -6.2501 0.8829 0.0 0.0 0.1 0.09
H 0.4334 -5.8803 0.3847 0.1 -0.1 0.0 0.09
H -0.8157 -6.1521 -0.8399 0.0 0.0 0.0 0.09
H -2.6007 -4.0751 -0.8838 -0.2 0.0 0.1 0.11
H 1.6591 -3.3729 1.7085 0.3 0.2 -0.2 0.04
H -2.1906 -4.3861 2.3587 -0.5 -0.2 -0.1 0.08
H 1.9977 -3.4244 -1.0526 0.5 -0.1 -0.2 0.09
C -0.9117 4.0558 -0.6282 0.0 0.0 -0.2 -0.06
C -0.1707 4.0293 -1.9659 0.1 0.1 0.0 -0.36
C 1.0902 3.1723 -1.8841 -0.2 0.0 0.0 -0.06
C -1.1151 3.5796 -3.0462 0.0 -0.1 0.3 -0.10
C -1.5532 4.4717 -3.9923 0.1 0.3 -0.2 -0.02
C -2.4758 4.1211 -4.9747 0.2 -0.5 0.5 0.00
C -2.9467 2.8149 -5.0286 -0.2 0.2 -0.3 -0.02
C -2.5458 1.8557 -4.1319 0.2 -0.3 0.1 -0.10
C -3.0588 0.4534 -4.2640 -0.1 -0.1 0.0 -0.37
C -4.0567 0.1775 -3.1402 0.0 0.0 -0.1 -0.04
C -1.9428 -0.5849 -4.2579 0.0 0.1 0.1 -0.06
C -1.6421 2.2111 -3.0321 -0.4 1.3 -1.5 -0.28
N -1.3811 1.4050 -2.0869 0.1 -0.8 0.8 0.12
H -0.2434 4.3801 0.1659 0.1 0.1 0.1 0.08
H -1.2789 3.0524 -0.4183 -0.1 0.1 0.1 0.03
H -1.7524 4.7437 -0.6772 -0.1 0.0 0.1 0.09
H 0.1410 5.0520 -2.2093 -0.1 -0.1 0.0 0.14
H 0.8423 2.1626 -1.5551 0.1 0.1 -0.1 0.01
H 1.7832 3.6187 -1.1755 0.1 0.0 0.1 0.09
H 1.5750 3.1187 -2.8559 0.1 -0.1 -0.1 0.09
H -1.1756 5.4839 -3.9764 0.1 0.1 0.1 0.12
H -2.8150 4.8540 -5.6905 0.0 0.1 -0.1 0.12
H -3.6450 2.5411 -5.8062 0.0 -0.1 -0.1 0.12
H -3.5835 0.3891 -5.2242 0.0 0.1 0.1 0.14
H -3.5458 0.3096 -2.1905 -0.1 0.0 0.1 0.04
H -4.4203 -0.8431 -3.2102 -0.1 -0.1 0.0 0.09
H -4.8985 0.8646 -3.2020 -0.1 0.0 0.1 0.09
H -1.4338 -0.5623 -3.2931 0.0 -0.2 -0.2 0.02
H -1.2262 -0.3943 -5.0537 0.1 0.0 -0.1 0.09
H -2.3628 -1.5758 -4.4098 0.0 -0.1 0.0 0.09
O 1.8082 -0.2508 1.1905 -0.2 0.0 -0.7 -0.64
S 1.8455 -0.1868 2.6735 1.5 0.0 0.7 1.01
C 3.1856 1.0172 2.9808 -0.4 0.0 0.1 -0.34
C 3.7323 1.6590 1.8866 -0.2 -0.2 -0.3 -0.07
C 4.7183 2.6122 2.0661 0.1 0.0 0.1 -0.06
C 5.1386 2.9300 3.3471 0.1 0.0 -0.1 -0.07
C 4.5782 2.2908 4.4418 0.0 0.0 0.1 -0.07
C 3.5942 1.3320 4.2653 0.0 0.0 0.0 -0.07
C 2.7901 -1.6265 3.2183 -0.4 0.1 0.1 -0.38
C 3.5986 -2.3017 2.3218 0.1 0.2 -0.2 -0.09
C 4.2601 -3.4460 2.7374 0.0 0.0 0.0 -0.06
C 4.1010 -3.9060 4.0347 0.0 0.0 0.1 -0.06
C 3.2881 -3.2210 4.9242 0.1 0.0 0.0 -0.05
C 2.6233 -2.0777 4.5154 -0.1 0.1 0.0 -0.08
H 3.3709 1.4000 0.9026 0.0 0.0 -0.1 0.08
H 5.1523 3.1042 1.2089 0.0 0.1 -0.1 0.11
H 5.9046 3.6759 3.4903 0.1 0.1 0.0 0.11
H 4.9094 2.5434 5.4370 0.0 0.0 0.1 0.11
H 3.1595 0.8381 5.1201 -0.1 -0.1 0.1 0.11
H 3.6941 -1.9306 1.3113 0.0 0.1 -0.1 0.12
H 4.8954 -3.9781 2.0456 0.1 0.0 -0.1 0.11
H 4.6109 -4.8022 4.3536 0.0 -0.1 0.0 0.11
H 3.1631 -3.5841 5.9323 0.0 0.0 0.1 0.11
H 1.9710 -1.5527 5.1963 -0.1 0.0 0.1 0.11
S 2.9666 -1.2201 -4.1269 -0.1 0.2 0.4 1.05
C 3.7660 -0.1175 -3.0764 -0.2 -0.2 -0.2 -0.37
C 2.9242 0.2710 -2.0852 0.5 0.0 -0.2 -0.26
N 1.6833 -0.2766 -2.1425 -0.6 0.0 0.2 -0.09
C 1.5629 -1.0794 -3.1488 0.3 -0.1 -0.5 -0.49
H 4.7804 0.1776 -3.2549 0.2 0.1 0.0 0.07
H 3.1656 0.9540 -1.2907 0.1 0.1 0.1 0.09
H 0.6724 -1.6370 -3.3649 -0.2 -0.1 -0.1 0.05
```
Positions in Å, forces in eV/Å.

Properties
E_HOMO (spin up / spin down) = -10.46 / -10.39 eV
Gap between HOMO and LUMO (spin up / spin down) = 6.3 / 6.2 eV
Charge = +1

***

Computed, not measured: 4 unconnected molecules or ions with the total composition C33H50BBrFIN6O8PS at a distorted geometry, with the ωB97M-V functional and the def2-TZVPD basis.

```
103
Properties=species:S:1:pos:R:3:forces:R:3:lowdin_charge:R:1
C 0.5612 -3.0298 2.1218 -0.6 -0.6 -0.9 -0.15
C -0.6883 -2.1265 1.7630 0.4 -0.6 1.0 -0.28
C -0.3877 -0.5843 1.6510 -0.7 -0.8 0.8 -0.52
Br 0.7751 -0.2237 3.2470 -0.4 0.3 -0.6 0.87
C 0.1697 -0.0753 0.2841 1.3 2.0 -2.0 -0.15
B 0.8647 -1.1223 -0.7477 0.4 -2.2 -1.8 -0.56
O 1.9266 -0.7492 -1.6247 -1.0 0.3 2.4 0.13
O 0.4057 -2.4532 -0.9812 0.5 1.5 1.5 0.12
C -0.8831 0.6612 -0.6836 -3.7 -0.7 -2.2 -0.26
C -1.4524 -0.2087 -1.9014 -0.2 0.5 -0.6 0.01
C -2.1773 1.3171 -0.0475 -0.2 0.5 1.5 -0.11
C -3.5058 0.4943 0.0223 -0.2 -0.1 -0.1 -0.16
C -3.5002 -0.9166 0.6673 -1.4 -0.6 0.2 -0.21
N -4.9216 -1.4088 0.6224 0.7 0.6 0.3 -0.06
C -5.4235 -1.7233 1.9686 -0.6 -1.6 0.3 -0.17
C -4.8414 -3.0761 2.4949 0.8 -1.1 1.5 -0.12
C -3.9339 -3.0436 3.6432 -0.3 -2.3 -0.6 -0.06
C -3.3694 -4.2710 4.2010 -0.8 -0.7 -1.2 -0.09
C -3.6749 -5.6007 3.6504 -1.3 3.1 -1.5 -0.06
C -4.5811 -5.6205 2.4915 0.8 1.3 1.2 -0.01
C -5.1538 -4.3882 1.9329 1.4 -0.2 1.5 -0.24
O -6.0065 -4.4621 0.8248 0.9 0.2 0.6 0.01
N -0.2261 1.7837 -1.4583 3.6 0.7 0.9 0.02
C -0.6839 2.5716 -2.6098 -1.0 1.6 -2.3 -0.18
C -1.3496 3.9809 -2.2848 -1.1 -0.8 1.3 -0.73
C -1.0236 4.6094 -0.8964 -0.2 0.9 0.1 -0.16
I -1.1832 5.3907 -3.9485 0.1 -0.7 0.7 0.89
C 0.9765 2.0364 -1.0055 -0.5 -1.7 1.3 -0.06
P 2.2745 3.2274 -1.6219 4.6 0.6 -2.6 0.65
O 3.1000 2.4405 -2.5988 -1.7 0.7 1.9 -0.24
O 3.2000 3.8114 -0.3500 -2.8 -0.5 -1.9 -0.10
O 1.7295 4.5351 -2.4482 -0.2 -0.8 1.9 -0.20
C 1.2190 1.1457 0.2946 -1.3 2.0 1.6 -0.36
N 0.8740 2.2188 1.2776 -0.6 -1.0 -0.9 0.08
S 2.9946 0.8251 0.8233 6.1 2.2 1.2 0.74
O 3.3681 1.7238 1.9202 -2.0 -2.4 -1.4 -0.27
O 3.9649 0.9646 -0.2578 -2.5 -1.2 0.5 -0.26
F 3.2035 -0.7178 1.3760 -1.2 1.5 -1.0 -0.21
H 0.3157 -4.0612 1.7493 0.2 0.8 0.3 0.08
H 0.7440 -3.1251 3.2123 0.0 0.4 -0.8 0.07
H 1.4854 -2.7196 1.5762 -0.5 -0.1 0.7 0.06
H -1.1978 -2.5805 0.8894 0.4 0.7 0.4 0.10
H -1.3936 -2.2435 2.6296 0.5 0.2 -0.8 0.10
H -1.3255 -0.0759 1.9853 0.9 -0.1 -0.8 0.07
H 2.6966 -1.2632 -1.3158 0.1 0.2 -0.8 0.13
H 1.0400 -3.0527 -0.5483 -0.4 -0.2 -0.5 0.11
H -2.3319 0.3284 -2.3505 0.7 -0.5 0.7 0.10
H -0.7426 -0.2305 -2.7755 -0.2 -0.5 1.1 0.12
H -1.8272 -1.2072 -1.6053 0.6 0.6 -0.2 0.10
H -2.4605 2.2725 -0.5659 0.6 -1.0 0.1 0.11
H -1.9458 1.6578 1.0028 -0.1 -0.3 -0.9 0.11
H -4.2439 1.1147 0.6009 0.7 -0.5 -0.4 0.13
H -3.9802 0.3963 -0.9908 0.5 0.0 0.9 0.12
H -2.9126 -1.6945 0.1290 0.1 0.9 0.4 0.11
H -3.2470 -0.9333 1.7618 0.4 0.3 -1.1 0.10
H -4.9611 -2.2328 0.0227 -0.3 0.2 0.4 0.10
H -5.1710 -0.9387 2.7221 0.0 -0.4 -0.8 0.12
H -6.5439 -1.7900 1.9654 1.0 0.0 -0.2 0.13
H -3.6498 -2.0793 4.1244 -0.4 -0.8 -0.5 0.11
H -2.6799 -4.2282 5.0714 -0.6 0.2 -0.7 0.09
H -3.2458 -6.5265 4.0815 -0.4 0.8 -0.4 0.10
H -4.8290 -6.6128 2.0550 0.0 1.0 0.2 0.11
H -5.5458 -4.9883 0.1548 -0.4 -0.1 0.2 0.11
H 0.1519 2.7900 -3.3286 -0.3 -0.7 1.1 0.10
H -1.4301 2.0541 -3.2646 0.8 -0.1 1.0 0.14
H -2.4541 3.7763 -2.2582 1.0 0.4 -0.1 0.07
H 0.0197 4.9725 -0.7513 -0.6 -0.3 -0.4 0.06
H -1.6788 5.5150 -0.7890 0.7 -0.8 -0.1 0.09
H -1.2735 3.9644 -0.0169 0.1 0.2 -0.9 0.07
H 3.3107 4.7848 -0.4180 0.0 -0.6 0.2 0.07
H 2.1857 4.6133 -3.3069 -0.1 -0.3 0.2 0.11
H 0.9211 3.1421 0.8541 0.0 0.0 0.6 0.08
H -0.0211 2.0310 1.7210 0.2 0.3 0.0 0.07
N 0.9111 -7.0428 2.9590 0.0 0.0 0.0 0.00
C 0.9014 -8.3859 3.2234 0.0 0.0 0.0 -0.14
C 2.1359 -8.8882 2.9024 -0.1 -0.1 0.1 -0.11
C 2.9234 -7.8067 2.4311 0.0 0.1 0.0 -0.11
C 2.1427 -6.6812 2.4800 0.0 0.0 -0.1 -0.15
H 0.1355 -6.4195 3.0959 0.0 -0.1 0.0 0.13
H 0.0195 -8.8662 3.6146 0.1 0.0 0.0 0.11
H 2.4405 -9.9181 2.9966 0.0 0.0 0.0 0.09
H 3.9471 -7.8493 2.0950 0.0 0.0 0.0 0.09
H 2.3546 -5.6577 2.2156 0.0 0.0 0.0 0.09
N 2.5648 1.4839 -5.1844 -0.2 0.2 -0.2 0.00
C 2.1803 1.8427 -6.4490 0.0 -0.1 0.0 -0.15
C 1.8417 0.7001 -7.1292 -0.1 0.1 -0.1 -0.11
C 2.0239 -0.3888 -6.2393 0.0 -0.1 0.1 -0.11
C 2.4679 0.1270 -5.0468 0.0 0.0 0.1 -0.14
H 2.8710 2.1196 -4.4624 0.1 -0.4 -0.1 0.08
H 2.1822 2.8766 -6.7555 0.0 -0.1 -0.1 0.10
H 1.5007 0.6521 -8.1512 0.0 0.0 0.0 0.09
H 1.8493 -1.4323 -6.4484 0.0 0.0 0.0 0.09
H 2.7234 -0.3529 -4.1161 0.0 0.0 -0.1 0.09
N 4.0081 7.4290 -0.1270 0.0 0.0 0.1 -0.02
C 3.8336 7.4189 1.2349 0.0 -0.1 0.1 -0.15
C 4.6553 8.3734 1.7711 -0.1 -0.1 0.1 -0.10
C 5.3467 8.9903 0.6962 0.0 0.0 -0.2 -0.10
C 4.9255 8.3916 -0.4610 0.1 0.0 -0.1 -0.13
H 3.5346 6.8298 -0.7764 0.0 0.3 -0.1 0.11
H 3.1427 6.7337 1.7004 0.0 0.0 0.0 0.10
H 4.7489 8.6062 2.8195 0.0 0.0 0.0 0.10
H 6.0711 9.7856 0.7648 0.0 0.0 0.0 0.10
H 5.1978 8.5637 -1.4894 0.0 0.0 0.1 0.11
```
Positions in Å, forces in eV/Å.

Properties
E_HOMO = -9.93 eV
Gap between HOMO and LUMO = 5.0 eV
Charge = +1

***

Computed, not measured: a molecular structure, C33H50BN4NiO3SSi, with the ωB97M-V functional and the def2-TZVPD basis.

```
94
Properties=species:S:1:pos:R:3:forces:R:3:lowdin_charge:R:1
Ni -0.6868 0.3278 -0.1991 -0.2 0.1 0.2 0.54
B -2.7019 2.4316 -2.6160 0.1 0.0 -0.1 -0.43
N -2.1009 2.9676 -1.2887 -0.1 -0.1 0.1 -0.06
C -2.2381 4.2548 -0.9509 -0.1 0.1 0.0 -0.11
C -1.7736 4.4388 0.3340 -0.1 0.0 0.0 -0.06
C -1.3668 3.1614 0.7113 0.2 -0.1 0.2 -0.17
N -1.5475 2.2853 -0.2671 0.1 0.0 -0.1 0.02
N -2.7183 0.8786 -2.7098 0.0 0.0 0.1 -0.05
C -3.5119 0.2598 -3.5927 0.0 0.1 -0.1 -0.11
C -3.2033 -1.0841 -3.6089 0.0 0.0 0.0 -0.06
C -2.1936 -1.1966 -2.6554 0.1 -0.1 0.0 -0.16
N -1.8994 -0.0143 -2.1164 0.1 0.1 0.0 0.04
H -2.0690 2.9087 -3.5412 0.1 -0.1 0.0 0.06
H -3.8589 2.7909 -2.6950 0.0 0.0 0.0 0.07
H -2.6913 4.9384 -1.6468 0.0 0.1 0.0 0.11
H -1.7412 5.3471 0.9076 0.0 0.0 0.0 0.08
H -0.9274 2.8283 1.6293 0.1 0.0 0.0 0.06
H -4.2365 0.8334 -4.1431 -0.1 0.0 -0.1 0.11
H -3.6524 -1.8641 -4.1970 0.0 0.0 0.0 0.08
H -1.6557 -2.0752 -2.3550 0.0 -0.1 0.0 0.10
C -0.5436 -4.1302 -0.3879 0.0 0.0 0.0 -0.01
C -1.0803 -2.7629 -0.0075 0.0 0.1 0.1 -0.41
O -0.4152 -1.7968 -0.4050 0.1 0.1 -0.1 -0.10
C -2.2922 -2.6543 0.7624 0.0 -0.2 -0.1 -0.10
C -2.9549 -3.8345 1.1845 0.0 0.0 0.0 -0.06
C -4.1290 -3.8103 1.8803 0.0 0.1 0.0 -0.12
C -4.7041 -2.5522 2.1774 -0.1 -0.1 0.0 -0.10
C -4.1055 -1.3920 1.7993 0.0 0.0 0.0 -0.01
C -2.8546 -1.3753 1.0887 0.0 0.0 0.1 -0.36
O -2.3351 -0.2571 0.8192 0.0 0.2 0.0 -0.11
H 0.3008 -3.9860 -1.0579 0.0 0.0 0.0 0.08
H -1.3028 -4.7461 -0.8682 0.0 0.0 0.0 0.08
H -0.1976 -4.6582 0.5022 0.0 0.0 0.0 0.09
H -2.5102 -4.7925 0.9509 0.0 0.0 0.0 0.10
H -4.6088 -4.7267 2.1957 0.0 0.0 0.0 0.08
H -5.6423 -2.5113 2.7200 0.0 0.0 0.0 0.09
H -4.5379 -0.4274 2.0288 0.0 0.0 0.0 0.11
C 2.9719 0.1055 -3.0210 0.1 0.2 -0.1 -0.22
S 1.2762 -0.0956 -2.4878 -0.3 0.1 0.3 0.92
O 0.8890 1.1939 -1.7967 0.1 -0.7 -0.3 -0.53
C 0.5533 -0.0865 -4.1211 0.2 0.1 0.0 -0.40
C 0.5592 -1.2547 -4.8684 -0.1 0.1 -0.1 -0.09
C -0.0050 -1.2422 -6.1336 0.0 0.0 0.0 -0.09
C -0.5810 -0.0769 -6.6252 0.0 0.0 0.0 -0.09
C -0.5958 1.0738 -5.8526 0.0 0.1 0.0 -0.07
C -0.0172 1.0772 -4.5907 -0.1 -0.1 -0.2 -0.07
H 3.0481 1.0033 -3.6331 0.0 0.0 0.0 0.07
H 3.2513 -0.7785 -3.5903 0.0 0.0 -0.1 0.06
H 3.5893 0.1848 -2.1314 0.0 0.0 0.0 0.03
H 0.9707 -2.1679 -4.4590 0.1 -0.1 0.0 0.11
H -0.0161 -2.1469 -6.7273 0.0 0.0 0.0 0.10
H -1.0410 -0.0753 -7.6045 0.0 0.0 0.0 0.10
H -1.0766 1.9727 -6.2155 0.0 0.0 0.0 0.11
H -0.0467 1.9497 -3.9583 0.0 0.1 0.1 0.10
C 3.6042 -1.2201 2.5588 0.0 0.0 0.0 -0.11
C 2.2945 -1.2451 1.7535 0.1 -0.2 0.1 -0.60
C 2.6852 -1.6673 0.3281 0.0 0.0 0.0 -0.13
C 1.4775 -2.4157 2.3231 0.0 0.0 0.1 -0.11
Si 1.2091 0.4165 1.7365 -0.2 0.1 -0.2 0.89
C 0.4983 0.5597 3.5855 -0.1 0.0 0.2 -0.61
C -0.0239 1.9718 3.8965 0.0 0.0 0.0 -0.12
C -0.7406 -0.3364 3.7590 0.0 0.0 0.0 -0.11
C 1.4595 0.2047 4.7327 0.0 0.0 0.0 -0.11
C 2.5608 1.8636 1.5542 0.2 0.1 -0.1 -0.61
C 3.5223 1.5642 0.3930 0.0 0.0 0.0 -0.13
C 3.4394 2.1590 2.7794 0.0 0.0 0.0 -0.11
C 1.9073 3.1918 1.1454 0.0 0.0 0.0 -0.13
H 4.0469 -2.2254 2.5506 0.0 -0.1 0.0 0.08
H 3.4674 -0.9376 3.6005 0.0 0.0 0.0 0.05
H 4.3473 -0.5481 2.1320 0.0 0.0 0.0 0.06
H 3.2664 -2.5982 0.3788 0.0 -0.1 0.0 0.08
H 3.3133 -0.9315 -0.1718 0.0 0.0 0.0 0.04
H 1.8138 -1.8564 -0.2908 -0.1 0.0 0.0 0.03
H 1.9756 -3.3617 2.0746 0.0 -0.1 0.0 0.08
H 0.4666 -2.4586 1.9324 -0.2 0.0 -0.1 0.05
H 1.3975 -2.3761 3.4083 0.0 0.0 0.1 0.06
H -0.8927 2.2179 3.2899 0.0 0.0 0.0 0.05
H 0.7157 2.7602 3.7837 0.1 0.1 -0.1 0.06
H -0.3672 1.9995 4.9382 0.0 0.0 0.0 0.08
H -1.5231 -0.0675 3.0545 -0.1 0.0 -0.1 0.06
H -1.1384 -0.2017 4.7735 0.0 0.0 0.0 0.08
H -0.5310 -1.3967 3.6364 0.0 -0.1 0.0 0.06
H 2.3737 0.7981 4.7398 0.0 0.0 0.0 0.06
H 1.7465 -0.8453 4.7288 0.0 0.0 0.0 0.05
H 0.9485 0.3848 5.6869 0.0 0.0 0.1 0.07
H 4.1734 0.7097 0.5691 0.0 0.0 0.0 0.05
H 4.1713 2.4357 0.2386 0.0 0.0 0.0 0.08
H 2.9690 1.4079 -0.5319 0.0 0.0 0.0 0.04
H 4.0023 1.2920 3.1259 0.0 0.0 0.0 0.05
H 2.8679 2.5395 3.6247 -0.1 0.0 0.0 0.06
H 4.1695 2.9352 2.5153 0.0 0.1 0.0 0.07
H 1.3339 3.0931 0.2252 -0.1 -0.1 0.0 0.06
H 2.6953 3.9347 0.9655 0.0 0.0 0.0 0.08
H 1.2549 3.6092 1.9101 -0.1 0.0 0.1 0.06
```
Positions in Å, forces in eV/Å.

Properties
E_HOMO (spin up / spin down) = -3.70 / -4.19 eV
⟨S²⟩ = 2.006
Gap between HOMO and LUMO (spin up / spin down) = 6.0 / 6.5 eV
Spin multiplicity = 3
Charge = -1